DFT (ωB97M-V/def2-TZVPD) results for a structure of composition C40H37N3P2RuSe4.

Geometry as XYZ:
```
87
Properties=species:S:1:pos:R:3:forces:R:3
Ru 0.1975 -2.6223 0.0618 1.694 1.303 -0.757
Se 2.5414 4.0619 1.6397 -0.256 -0.199 -0.213
P 1.2993 3.4619 0.0366 0.447 0.693 0.536
C -0.3008 4.3266 0.1201 0.090 -0.229 -0.128
C -0.9662 4.3654 1.3425 -0.112 -0.007 -0.044
C -2.1238 5.1127 1.4849 0.014 -0.078 0.056
C -2.5944 5.8718 0.4213 -0.023 -0.005 -0.037
C -1.9139 5.8635 -0.7871 -0.025 0.045 -0.023
C -0.7723 5.0904 -0.9434 -0.038 -0.079 -0.029
C 1.9600 3.7679 -1.6228 -0.156 -0.172 0.040
C 1.2843 3.2371 -2.7215 0.127 0.043 -0.028
C 1.8059 3.3981 -3.9930 -0.088 -0.025 0.011
C 3.0058 4.0780 -4.1661 0.009 0.026 -0.028
C 3.6747 4.6040 -3.0723 0.004 0.025 -0.037
C 3.1531 4.4506 -1.7949 -0.019 0.026 0.047
C 1.1347 1.6562 -0.0233 -0.358 -0.483 -0.234
C 0.1992 0.6236 0.0283 0.227 0.113 -0.091
N 0.8935 -0.5153 -0.2851 -1.265 -1.429 0.940
N 2.1565 -0.2049 -0.4789 0.289 -0.092 -0.009
N 2.3183 1.0755 -0.3339 0.067 -0.097 -0.125
P -1.5488 0.4896 0.2589 0.337 1.092 0.158
Se -2.1366 -1.5929 0.1002 0.923 -1.426 0.084
C -2.3268 1.4238 -1.0759 0.002 -0.292 0.135
C -3.2416 2.4476 -0.8725 0.025 -0.018 0.060
C -3.8039 3.0796 -1.9716 -0.043 0.047 -0.007
C -3.4535 2.6955 -3.2561 -0.030 0.029 0.001
C -2.5245 1.6816 -3.4570 0.053 -0.049 0.010
C -1.9645 1.0391 -2.3683 -0.022 -0.011 -0.019
C -2.0503 1.1002 1.8709 -0.121 -0.164 -0.214
C -1.1279 1.4280 2.8565 0.071 -0.046 -0.101
C -1.5861 1.8309 4.1016 0.043 0.000 0.088
C -2.9472 1.8869 4.3620 0.005 0.003 0.001
C -3.8666 1.5260 3.3841 -0.050 -0.032 -0.070
C -3.4207 1.1222 2.1384 0.082 0.020 0.040
H -0.5500 3.8446 2.1907 0.028 -0.004 0.062
H -2.6409 5.1162 2.4365 0.014 0.066 -0.001
H -3.4744 6.4905 0.5437 -0.014 -0.024 -0.009
H -2.2605 6.4720 -1.6125 -0.009 0.007 0.015
H -0.2379 5.1066 -1.8833 -0.036 0.008 -0.004
H 0.3563 2.6953 -2.5759 -0.031 -0.028 -0.038
H 1.2796 2.9915 -4.8473 0.027 -0.001 -0.009
H 3.4172 4.1940 -5.1603 0.011 0.011 0.005
H 4.6094 5.1313 -3.2087 0.001 -0.003 -0.009
H 3.6730 4.8433 -0.9299 -0.010 -0.021 0.016
H -3.5090 2.7564 0.1281 0.018 0.072 0.006
H -4.5191 3.8758 -1.8172 -0.002 0.014 -0.007
H -3.9113 3.1811 -4.1078 0.027 0.030 0.004
H -2.2437 1.3853 -4.4588 -0.020 0.005 -0.005
H -1.2545 0.2321 -2.5139 0.010 0.023 -0.032
H -0.0641 1.3744 2.6541 0.002 0.059 0.011
H -0.8734 2.0994 4.8699 0.000 0.000 -0.001
H -3.2971 2.1980 5.3374 0.011 0.011 0.001
H -4.9277 1.5454 3.5932 0.008 0.019 0.023
H -4.1229 0.8077 1.3746 -0.072 0.033 0.067
C -3.9773 -6.7599 0.0199 0.136 0.187 -0.007
Se -3.3081 -4.9270 0.0678 0.005 -0.009 0.204
C -1.8706 -5.2193 1.3748 -0.116 0.097 -0.414
C -0.6983 -5.9749 0.7843 -0.030 -0.063 -0.093
Se -0.0511 -5.1728 -0.9106 -0.529 0.549 0.920
C 1.7112 -5.9994 -0.8069 0.081 0.183 0.111
H -4.8189 -6.7667 -0.6673 0.006 0.007 -0.016
H -4.3180 -7.0421 1.0121 0.019 -0.050 -0.003
H -3.2071 -7.4325 -0.3466 -0.045 -0.066 0.014
H -2.3013 -5.7642 2.2139 0.101 0.000 0.057
H -1.5607 -4.2270 1.7134 -0.092 -0.052 0.040
H -0.9827 -7.0000 0.5510 0.107 -0.025 -0.052
H 0.1599 -5.9787 1.4568 0.003 -0.024 -0.009
H 2.2702 -5.5796 0.0252 0.001 -0.082 -0.022
H 2.2330 -5.8094 -1.7403 -0.031 0.010 -0.001
H 1.5591 -7.0682 -0.6782 -0.069 -0.003 -0.025
C 5.2160 -2.8753 -0.9831 0.081 0.012 0.118
C 3.9574 -2.9807 -1.6011 -0.163 0.004 -0.070
C 2.8267 -3.0460 -0.8386 -0.150 0.052 0.002
C 2.8854 -3.0471 0.5748 0.249 -0.238 0.059
C 1.7239 -3.1482 1.3908 -0.756 0.711 -0.786
C 1.8434 -3.2218 2.7510 -0.806 -0.005 -0.118
C 3.1100 -3.1640 3.3626 0.315 -0.134 -0.061
C 4.2382 -3.0252 2.6025 -0.074 0.010 0.138
C 4.1598 -2.9674 1.1917 -0.193 -0.035 -0.026
C 5.3113 -2.8524 0.3804 0.047 0.059 -0.102
H 6.1039 -2.8070 -1.5966 0.014 0.015 0.021
H 3.8893 -3.0045 -2.6805 -0.016 0.061 0.000
H 1.8639 -3.0953 -1.3679 0.058 -0.052 -0.005
H 0.9620 -3.3153 3.3762 -0.012 0.130 -0.008
H 3.1789 -3.2234 4.4402 -0.004 0.001 0.005
H 5.2141 -2.9728 3.0688 -0.016 0.040 0.027
H 6.2736 -2.7335 0.8628 0.018 -0.102 -0.008
```
Positions in Å, forces in eV/Å.

- frontier orbital gap (spin up / spin down) (eV) = 4.84 / 5.42
- maximum force (hartree/bohr) = 0.04410
- expectation value of S² = 0.7948
- net charge = +1
- ΔE to the lowest compared entry with this formula, charge and spin (kJ/mol) = 205.1
- multiplicity = 2
- E (eV) = -329088.555

For reference, the Mulliken charges in units of e are: 0.181 -0.385 0.244 0.737 -0.407 -0.844 -0.596 -0.803 -0.222 0.218 0.120 -0.664 -0.603 -0.614 -0.827 0.980 -0.904 0.822 -0.477 -0.792 0.608 -0.275 1.070 -0.214 -0.737 -0.674 -0.574 -0.827 1.043 -0.567 -0.414 -0.630 -0.829 -0.705 0.555 0.450 0.414 0.452 0.419 0.458 0.463 0.402 0.409 0.330 0.389 0.482 0.429 0.464 0.301 0.429 0.454 0.444 0.457 0.539 -1.023 0.193 -0.844 -0.809 0.150 -0.926 0.343 0.323 0.285 0.456 0.106 0.529 0.502 0.259 0.342 0.436 -0.859 -1.291 -0.235 1.806 0.206 -0.583 -0.724 -0.816 0.226 -0.670 0.435 0.475 0.698 0.545 0.451 0.417 0.419

DFT (ωB97M-V/def2-TZVPD) results for an isolated molecule of CH4NO3PS.

Geometry as XYZ:
```
11
Properties=species:S:1:pos:R:3:forces:R:3
C 1.8678 -0.0384 -0.5944 0.450 -0.595 -1.743
N -1.3660 -1.4391 0.0597 0.168 1.640 1.280
O -1.5349 1.1781 -0.8242 0.892 -2.004 1.357
O -0.5502 0.9081 1.3528 0.378 0.889 0.697
O 0.5730 -0.1753 -0.8561 -2.324 1.008 1.020
P -0.7808 0.0138 0.1088 -0.655 -1.606 -3.790
S 2.5875 0.5193 0.7857 0.698 0.628 1.506
H 2.4197 -0.4086 -1.4391 0.774 -0.008 0.135
H -1.4543 -1.9259 0.9544 -0.263 0.207 -0.456
H -1.7449 0.7229 -1.6537 -0.164 0.216 -0.017
H -0.0170 0.6451 2.1062 0.046 -0.376 0.010
```
Positions in Å, forces in eV/Å.

- frontier orbital gap (spin up / spin down) (eV) = 6.87 / 6.35
- maximum force (hartree/bohr) = 0.08105
- expectation value of S² = 2.0053
- multiplicity = 3
- E (eV) = -28856.474

For reference, the natural (NBO) charges in units of e are: -0.248 -1.313 -0.952 -0.981 -0.759 2.369 0.245 0.210 0.392 0.503 0.536

DFT (ωB97M-V/def2-TZVPD) results for a structure of composition C3H3Br9.

Geometry as XYZ:
```
15
Properties=species:S:1:pos:R:3:forces:R:3
C -0.3591 0.4452 0.6196 -3.362 -0.592 3.516
Br -1.2356 2.2121 0.9704 -0.814 -1.372 -0.437
Br -1.1160 -0.5286 -0.9770 -2.444 5.480 -0.029
Br -0.3885 -0.6604 2.2631 -0.619 1.916 -0.289
H 0.6903 0.5803 0.3578 -1.150 -0.607 2.571
C -1.1366 -2.9251 -0.0193 0.764 -2.774 1.113
Br 0.0642 -3.4738 1.4611 -0.586 -1.771 -1.166
Br -2.8484 -3.8664 -0.1626 0.954 0.373 0.201
Br -0.1287 -2.9395 -1.6851 0.332 -2.641 -0.445
H -1.2997 -1.8500 0.0567 -0.603 -2.215 1.775
C 1.4016 2.7108 -0.6043 1.937 -0.375 -0.147
Br 1.7935 2.5556 1.3154 0.993 0.539 -0.560
Br 0.9947 0.8918 -1.2738 5.343 4.698 -6.644
Br 2.9968 3.4528 -1.5429 -0.880 -0.251 0.470
H 0.5714 3.3950 -0.7794 0.135 -0.409 0.073
```
Positions in Å, forces in eV/Å.

- frontier orbital gap (eV) = 8.28
- maximum force (hartree/bohr) = 0.18931
- ΔE to the lowest compared entry with this formula, charge and spin (kJ/mol) = 704.0
- E (eV) = -633533.733

For reference, the natural (NBO) charges in units of e are: -0.475 0.071 0.170 0.072 0.156 -0.452 0.064 0.095 0.072 0.135 -0.474 0.090 0.178 0.070 0.228